Record 1
Entry from the Open Molecules 2025 dataset: a molecular structure, C23H14BF5IrN7O2S4Sb in a non-equilibrium geometry (ωB97M-V/def2-TZVPD).

Calculated values
- 2S+1 = 5
- max |F| (eV/Å) = 1.26
- energy above the lowest of the compared OMol25 structures with the same formula, charge and spin (kcal/mol) = 14.2
- orbital gap (alpha / beta) (eV) = 6.459 / 5.415
- net charge = -1
- calculated total energy (eV) = -105589.39156
- LUMO energy (alpha / beta) (eV) = 2.3 / 0.5

Cartesian coordinates (Å):
Ir: -0.242 0.112 1.619
C: -0.195 3.327 -1.583
C: 0.546 2.416 -0.831
N: -0.117 2.097 0.267
N: -1.272 2.764 0.254
C: -1.348 3.518 -0.852
B: -2.248 2.649 1.421
N: -1.396 2.615 2.700
C: -1.373 3.535 3.669
C: -0.451 3.146 4.619
C: 0.058 1.941 4.142
N: -0.515 1.645 2.980
N: -2.991 1.304 1.327
C: -4.287 1.058 1.107
C: -4.460 -0.310 1.032
C: -3.185 -0.836 1.217
N: -2.325 0.156 1.394
H: 0.063 3.781 -2.519
H: 1.521 2.008 -1.012
H: -2.206 4.128 -1.047
H: -3.022 3.547 1.437
H: -2.006 4.398 3.620
H: -0.183 3.671 5.511
H: 0.788 1.297 4.595
H: -4.994 1.861 1.023
H: -5.368 -0.853 0.873
H: -2.861 -1.859 1.235
S: 2.466 -1.088 5.550
Sb: 1.743 -2.032 3.515
S: 2.074 -0.091 1.980
S: -0.606 -1.594 3.763
F: 5.970 1.289 -4.498
C: 5.327 0.645 -3.504
C: 5.333 1.149 -2.208
F: 6.021 2.274 -1.944
C: 4.654 0.497 -1.191
F: 4.719 1.019 0.041
C: 3.914 -0.679 -1.422
S: 3.031 -1.507 -0.215
C: 3.949 -1.173 -2.742
F: 3.302 -2.314 -3.040
C: 4.637 -0.537 -3.757
F: 4.643 -1.059 -4.998
O: -1.317 0.044 -1.361
C: -0.941 -1.056 -1.009
N: -0.272 -1.326 0.163
C: -0.046 -2.664 0.296
O: 0.523 -3.215 1.222
C: -0.666 -3.351 -0.876
C: -0.838 -4.685 -1.178
C: -1.538 -4.999 -2.340
C: -2.030 -4.005 -3.172
C: -1.849 -2.658 -2.867
C: -1.178 -2.353 -1.703
H: -0.455 -5.451 -0.524
H: -1.712 -6.034 -2.597
H: -2.563 -4.277 -4.072
H: -2.231 -1.880 -3.511

Forces on the atoms, in the same order (eV/Å):
-0.5 -1.1 0.3
-0.1 0.1 -0.1
-0.1 0.2 0.1
0.4 -0.3 0.3
-0.1 0.4 -0.4
0.1 0.0 -0.2
0.4 -0.5 -0.1
-0.4 0.5 0.2
0.1 -0.1 0.1
0.0 0.0 -0.1
0.1 0.2 0.2
0.5 -0.2 0.3
-0.4 0.3 -0.1
-0.1 -0.2 0.0
0.0 0.1 0.0
-0.1 0.0 0.1
0.5 -0.2 -0.1
0.1 0.1 -0.1
0.2 -0.2 -0.1
-0.2 0.1 0.0
-0.2 0.2 0.0
-0.1 0.1 -0.1
0.1 0.0 0.2
0.1 -0.2 -0.1
-0.1 0.1 0.0
-0.2 -0.1 0.0
0.1 -0.1 0.1
0.1 0.1 0.2
-0.5 0.3 -0.3
0.0 0.0 0.2
0.5 0.3 -0.5
-0.1 -0.2 0.3
-0.1 -0.1 0.2
0.1 0.0 -0.2
-0.1 -0.1 -0.1
-0.2 -0.3 -0.3
-0.1 -0.1 -0.2
0.5 0.6 -0.6
-0.3 -0.6 0.6
0.0 0.2 0.3
0.1 0.3 0.0
0.1 0.1 -0.1
0.0 0.1 0.2
0.0 -0.5 -0.2
-0.4 0.7 -0.4
0.1 0.8 0.7
0.5 -0.7 0.5
-0.1 0.1 -0.4
-0.3 0.3 -0.5
0.1 0.1 0.1
0.1 -0.1 0.1
0.0 0.1 -0.1
0.0 0.1 0.0
0.1 -0.6 0.1
0.1 -0.1 0.1
0.0 -0.1 0.0
0.0 0.0 0.0
0.0 0.1 0.0



Record 2
Entry from the Open Molecules 2025 dataset: a molecular structure, C46H41N2O5PdSSi in a non-equilibrium geometry (ωB97M-V/def2-TZVPD).

Calculated values
- max |F| (eV/Å) = 4.03
- orbital gap (eV) = 3.596
- net charge = +1
- calculated total energy (eV) = -83773.47062
- LUMO energy (eV) = -5.1

Cartesian coordinates (Å):
Pd: -1.331 -0.225 -0.076
O: -0.550 2.068 -0.764
C: -1.115 3.329 -0.702
C: -3.605 2.178 0.291
O: -4.204 3.058 -0.117
O: -3.053 1.249 0.698
C: -1.574 3.910 -1.922
C: -1.952 3.090 -3.004
C: -2.378 3.643 -4.191
C: -2.434 5.021 -4.344
C: -2.043 5.841 -3.295
C: -1.618 5.305 -2.101
C: -1.177 3.910 0.597
C: -0.325 3.431 1.615
C: -0.432 3.893 2.907
C: -1.376 4.861 3.227
C: -2.199 5.372 2.230
C: -2.116 4.909 0.936
H: -0.223 1.918 -1.667
H: -1.975 2.011 -2.886
H: -2.684 2.999 -5.002
H: -2.784 5.453 -5.268
H: -2.068 6.913 -3.416
H: -1.281 5.951 -1.306
H: 0.449 2.722 1.357
H: 0.230 3.509 3.673
H: -1.465 5.217 4.241
H: -2.921 6.137 2.472
H: -2.798 5.279 0.186
C: 2.813 -2.933 2.877
C: 2.922 -3.255 1.535
C: 1.807 -3.209 0.718
C: 0.565 -2.821 1.217
C: 0.473 -2.511 2.573
C: 1.581 -2.575 3.397
Si: -0.926 -2.606 0.047
C: -2.449 -3.524 0.735
C: -3.106 -3.097 1.889
C: -4.110 -3.859 2.456
C: -4.480 -5.062 1.876
C: -3.859 -5.479 0.710
C: -2.856 -4.716 0.142
H: 3.680 -2.972 3.518
H: 3.877 -3.560 1.134
H: 1.895 -3.488 -0.323
H: -0.473 -2.202 2.991
H: 1.483 -2.351 4.448
H: -0.539 -3.159 -1.292
H: -2.814 -2.158 2.349
H: -4.601 -3.520 3.356
H: -5.251 -5.665 2.329
H: -4.145 -6.416 0.254
H: -2.368 -5.057 -0.758
S: -2.614 -0.370 -2.048
C: -3.882 -1.452 -1.658
N: -4.397 -1.403 -0.379
C: -5.423 -2.219 0.007
C: -5.933 -3.138 -0.856
C: -5.426 -3.221 -2.170
C: -4.418 -2.355 -2.560
H: -3.951 -0.795 0.304
H: -5.788 -2.076 1.010
H: -6.728 -3.789 -0.535
H: -5.828 -3.939 -2.864
H: -4.025 -2.369 -3.564
C: 5.830 -1.204 -4.099
C: 5.645 -0.374 -2.865
C: 6.538 0.666 -2.613
C: 6.409 1.469 -1.490
C: 5.394 1.234 -0.590
C: 4.494 0.180 -0.806
N: 3.444 -0.068 0.048
C: 3.298 0.260 1.363
C: 4.402 0.421 2.215
C: 4.232 0.727 3.548
C: 2.956 0.890 4.076
C: 1.856 0.694 3.264
C: 2.000 0.366 1.920
C: 0.768 0.136 1.131
O: -0.338 0.198 1.709
O: 0.854 -0.159 -0.101
C: 4.614 -0.624 -1.963
C: 3.641 -1.747 -2.158
H: 6.636 -0.796 -4.704
H: 4.920 -1.215 -4.696
H: 6.089 -2.231 -3.843
H: 7.343 0.847 -3.310
H: 7.096 2.285 -1.324
H: 5.263 1.888 0.255
H: 2.569 -0.404 -0.372
H: 5.388 0.244 1.817
H: 5.095 0.833 4.187
H: 2.828 1.156 5.114
H: 0.855 0.790 3.654
H: 3.680 -2.418 -1.299
H: 3.867 -2.317 -3.052
H: 2.625 -1.360 -2.250

Forces on the atoms, in the same order (eV/Å):
-2.6 -2.5 -1.8
-0.9 3.3 0.2
1.4 -2.1 -0.1
-0.2 -1.1 0.5
-0.9 1.6 -0.8
0.0 0.3 0.9
-0.1 0.3 -0.7
0.1 -0.2 0.2
-0.1 -0.1 -0.1
0.1 -0.1 0.3
0.0 0.2 -0.1
0.0 -0.1 0.3
0.0 -0.1 0.5
0.3 -0.3 -0.3
0.1 0.0 0.2
0.1 -0.2 -0.3
-0.2 0.2 -0.1
0.0 0.0 -0.2
-0.1 -0.3 0.0
0.0 0.1 0.0
0.0 -0.1 0.0
0.0 0.0 -0.1
0.0 0.1 0.0
0.1 0.1 0.0
0.0 -0.1 0.1
0.0 0.0 -0.1
0.0 0.1 0.1
-0.1 0.0 0.0
-0.1 0.0 0.0
0.0 0.0 0.0
0.1 -0.1 0.0
-0.2 0.0 -0.1
-0.6 0.0 -0.3
-0.1 -0.2 0.0
0.0 -0.1 0.1
0.2 1.0 0.4
0.6 0.3 -0.3
0.2 0.1 0.0
0.0 0.0 0.1
0.0 0.0 -0.1
-0.2 -0.2 0.1
0.1 0.1 0.0
0.1 0.0 0.1
0.1 0.0 -0.1
0.1 0.0 -0.1
-0.1 0.0 0.1
0.0 0.1 0.1
-0.2 0.1 0.3
0.0 0.0 0.1
0.0 0.0 0.1
-0.1 -0.1 0.0
-0.1 -0.1 -0.1
0.1 -0.1 -0.1
0.5 -0.4 0.3
0.1 1.0 1.5
-1.0 -1.2 -1.2
0.7 0.7 -0.2
-0.1 -0.2 -0.5
0.4 0.7 0.6
-0.8 -0.8 -0.2
0.2 0.0 -0.2
0.0 -0.1 0.1
-0.1 0.0 0.1
-0.1 -0.1 -0.1
0.1 0.0 0.0
0.0 0.0 0.0
0.2 0.4 0.2
0.0 0.0 0.1
0.1 -0.2 -0.3
-0.4 -0.2 -0.1
1.0 0.2 -0.6
-0.9 -0.6 -0.2
-0.2 0.1 0.3
0.0 -0.1 0.0
-0.1 0.0 -0.2
-0.2 0.1 0.1
0.3 0.1 0.1
0.1 0.3 -0.1
2.2 -0.3 -0.3
-0.6 0.1 0.8
1.4 0.5 0.4
0.1 0.3 0.5
0.1 0.1 0.0
0.0 0.0 -0.1
0.0 -0.1 -0.1
0.0 -0.1 -0.1
0.1 0.0 -0.1
0.1 0.1 0.0
0.0 0.0 0.2
0.4 0.3 0.2
0.1 0.1 0.0
0.1 0.0 0.0
0.0 0.0 0.1
-0.1 -0.1 0.1
-0.1 0.0 0.0
0.0 -0.1 0.0
-0.2 -0.1 0.0



Question: net charge of number 2 (C46H41N2O5PdSSi)?
Answer: +1